ORCA calculation (wB97M-V/def2-TZVPD) on C23H34ClN3O2 in the gas phase in a non-equilibrium geometry.

Element x y z (Å)
C (-4.65865, -2.44533, 0.57642)
C (-3.42887, -2.61567, -0.30589)
C (-2.14080, -2.64120, 0.51335)
C (-0.90807, -2.86936, -0.35922)
C (0.38929, -2.70925, 0.43120)
C (1.62717, -2.85470, -0.45535)
C (2.89866, -2.30473, 0.20097)
N (2.84752, -0.87187, 0.40297)
C (3.20830, -0.00916, -0.57059)
O (3.69423, -0.38070, -1.62152)
C (2.95867, 1.48494, -0.28731)
C (1.60791, 1.85910, -0.94283)
C (0.48983, 0.84622, -0.71453)
C (-0.87056, 1.25834, -1.29569)
C (-1.75077, 1.10445, -0.07469)
C (-3.18805, 1.27501, -0.05423)
C (-3.90238, 1.53268, -1.22447)
C (-5.27688, 1.66646, -1.19406)
C (-5.94931, 1.54761, 0.01248)
Cl (-7.66705, 1.71026, 0.05145)
C (-5.25608, 1.30015, 1.18975)
C (-3.88466, 1.16325, 1.15255)
N (-1.08603, 0.79753, 0.97040)
O (0.23670, 0.66174, 0.69977)
C (2.97043, 1.86553, 1.19971)
C (4.35395, 1.61841, 1.81632)
N (5.40476, 2.35150, 1.13874)
C (5.42451, 2.03808, -0.27703)
C (4.08144, 2.27943, -0.97872)
H (-4.58888, -1.52187, 1.14688)
H (-4.74548, -3.27605, 1.27320)
H (-5.56216, -2.40696, -0.02779)
H (-3.38421, -1.79011, -1.02124)
H (-3.51480, -3.54391, -0.87572)
H (-2.03751, -1.69053, 1.04217)
H (-2.20394, -3.43223, 1.26379)
H (-0.91720, -2.14629, -1.17978)
H (-0.94998, -3.86632, -0.80402)
H (0.38363, -1.72440, 0.89999)
H (0.42410, -3.45125, 1.23184)
H (1.47745, -2.32040, -1.39646)
H (1.78529, -3.90619, -0.70087)
H (3.75229, -2.50153, -0.45208)
H (3.06488, -2.78195, 1.16974)
H (2.28627, -0.53690, 1.16819)
H (1.75427, 1.93115, -2.02295)
H (1.29033, 2.83674, -0.57044)
H (0.79859, -0.12754, -1.10935)
H (-1.18575, 0.61094, -2.11290)
H (-0.87561, 2.29402, -1.64417)
H (-3.38618, 1.62641, -2.16757)
H (-5.82779, 1.86109, -2.10079)
H (-5.79240, 1.21267, 2.12160)
H (-3.32556, 0.96769, 2.05371)
H (2.19663, 1.34480, 1.76234)
H (2.74817, 2.93565, 1.27178)
H (4.35276, 1.91242, 2.86900)
H (4.60635, 0.55587, 1.75563)
H (5.25088, 3.34965, 1.25998)
H (6.20514, 2.63794, -0.75056)
H (5.69556, 0.98370, -0.37826)
H (4.16163, 1.95961, -2.01788)
H (3.83806, 3.34535, -0.95693)

Atoms 1-3, force components in eV/Å:
0.103 -0.025 -0.237
0.008 -0.004 0.362
-0.042 -0.062 -0.494

Computed properties:
ΔE to the lowest compared entry with this formula, charge and spin = 0.0000 eV
multiplicity = 1
E = -45490.848 eV
largest force on an atom = 1.1 eV/Å
charge = 0
structure (SMILES) = CCCCCCCNC(=O)C1(C[C@@H]2CC(c3ccc(Cl)cc3)=NO2)CCNCC1